56
Properties=species:S:1:pos:R:3:forces:R:3 method="wB97M-V/def2-TZVPD" charge=+1 e_homo_ev=-11.55 multiplicity=1
C -1.803 -4.347 -0.051 0.000 -0.140 -0.020
C -0.857 -3.663 -1.042 0.130 -0.473 0.238
N -0.420 -2.308 -0.610 -0.159 0.101 -0.129
C 0.045 -2.214 0.646 0.073 -0.029 0.012
C 0.539 -1.054 1.188 0.072 0.141 0.006
C 1.074 -1.132 2.600 -0.427 -0.188 -0.122
C 0.563 -0.101 3.621 0.506 -0.163 0.472
O 1.549 0.852 3.982 -0.068 0.181 -0.515
C 0.537 0.067 0.351 0.190 -0.145 -0.269
C 1.036 1.401 0.837 -0.162 0.372 0.263
O 0.412 2.034 1.629 -0.128 0.084 -0.082
O 2.175 1.848 0.254 0.162 -0.494 -0.096
C 3.369 1.564 1.004 0.023 0.464 0.349
C 3.643 2.600 2.072 -0.763 1.624 1.113
C 4.514 3.858 1.629 -0.169 -2.626 -1.807
O 4.909 2.553 2.468 0.603 -0.452 -0.840
C 0.063 -0.016 -0.959 0.217 0.132 0.114
C 0.075 1.194 -1.860 -0.298 -0.078 -0.305
C -1.303 1.853 -2.026 -0.048 0.206 0.261
C -2.074 2.074 -0.716 -0.121 0.160 -0.409
C -3.582 2.140 -0.970 -0.264 0.244 -0.585
O -4.294 1.232 -0.113 0.464 -0.014 0.450
C -4.199 -0.056 -0.456 -0.123 -0.159 0.015
O -4.259 -0.496 -1.567 0.427 -0.005 -0.365
C -0.425 -1.233 -1.427 -0.315 -0.071 0.135
C -0.908 -1.368 -2.840 0.218 0.330 -0.298
C 0.278 -1.738 -3.704 -0.017 -0.237 -0.011
O 1.074 -2.571 -3.446 0.119 -0.029 -0.020
F 0.350 -1.003 -4.815 -0.048 -0.057 0.007
H -1.352 -5.260 0.327 0.040 -0.044 0.111
H -2.059 -3.726 0.801 -0.059 0.116 0.014
H -2.728 -4.637 -0.538 -0.107 0.073 -0.064
H -1.304 -3.630 -2.020 -0.001 0.244 -0.095
H 0.056 -4.241 -1.151 0.128 0.021 -0.061
H 0.036 -3.118 1.230 -0.053 -0.156 -0.058
H 2.164 -1.145 2.575 0.116 0.139 0.013
H 0.791 -2.117 2.967 0.077 -0.121 0.043
H 0.271 -0.637 4.525 -0.183 -0.109 -0.002
H -0.300 0.436 3.247 -0.033 0.149 0.001
H 2.374 0.390 4.159 0.004 -0.015 0.266
H 4.221 1.547 0.332 -0.117 -0.028 -0.275
H 3.312 0.597 1.510 -0.125 -0.067 -0.052
H 2.829 2.822 2.758 0.126 -0.155 0.223
H 4.383 3.551 0.557 0.714 -0.208 -0.066
H 5.538 4.175 1.445 -0.249 1.717 1.441
H 0.779 1.938 -1.511 0.140 -0.014 0.224
H 0.446 0.900 -2.842 0.057 0.031 -0.088
H -1.137 2.825 -2.487 0.008 0.034 -0.172
H -1.941 1.309 -2.720 0.041 -0.185 -0.013
H -1.743 3.007 -0.269 0.111 -0.054 0.280
H -1.897 1.276 0.003 0.082 -0.023 0.090
H -3.804 1.896 -2.007 -0.075 -0.109 -0.059
H -3.979 3.134 -0.806 -0.165 -0.021 0.334
H -4.030 -0.709 0.409 -0.393 0.103 0.276
H -1.322 -0.437 -3.201 -0.079 0.061 0.113
H -1.683 -2.114 -2.970 -0.099 -0.055 0.013

---

14
Properties=species:S:1:pos:R:3:forces:R:3 method="wB97M-V/def2-TZVPD" e_homo_ev=-10.17 multiplicity=1 de_lowest_kj_mol=6.22
C 1.429 -0.114 0.896 0.016 -0.043 0.043
C 0.724 0.092 -0.435 0.104 -0.253 -0.002
C -0.446 -0.894 -0.618 0.153 -0.045 -0.076
N -1.525 -0.115 -0.044 -0.040 0.249 -0.112
C -1.207 1.240 -0.045 -0.226 0.107 0.034
O -1.915 2.165 0.248 0.212 -0.453 -0.261
O 0.095 1.379 -0.421 -0.148 0.062 0.105
H 0.675 -0.188 1.688 0.142 -0.004 -0.055
H 2.091 0.724 1.133 -0.087 -0.125 -0.138
H 2.016 -1.038 0.885 -0.066 0.096 -0.003
H 1.414 0.061 -1.283 -0.062 0.103 0.168
H -0.243 -1.814 -0.057 -0.166 0.136 -0.076
H -0.633 -1.157 -1.668 0.100 0.122 0.138
H -2.480 -0.333 -0.284 0.068 0.047 0.235

---

17
Properties=species:S:1:pos:R:3:forces:R:3 method="wB97M-V/def2-TZVPD" charge=+1 e_homo_ev=-12.04 multiplicity=1 de_lowest_kj_mol=306.93
C 0.407 -0.253 -0.690 -1.117 -1.094 -1.053
C -2.998 -0.940 -0.390 -1.061 -0.619 0.506
C 0.688 -0.929 -1.817 -0.080 -0.060 0.429
C -1.399 0.904 0.382 -2.474 1.801 -0.387
C 0.666 0.335 1.497 2.997 -1.824 5.125
N -0.152 0.205 0.370 2.535 0.220 -3.013
O 1.373 -0.519 -2.934 -1.043 -2.244 1.158
S -2.719 -0.151 1.092 -0.047 -0.168 -0.957
S -4.272 -1.986 -0.618 1.251 0.719 -0.614
I -3.955 -2.366 -3.045 -0.250 -0.098 0.650
H 0.353 -2.089 -1.756 0.949 2.916 -0.525
H -1.496 1.951 0.848 1.196 -1.745 0.016
H -1.674 1.123 -0.651 -0.111 -0.480 0.107
H 0.351 1.194 2.026 -0.220 1.105 0.517
H 0.490 -0.515 2.315 0.210 1.416 -2.030
H 1.833 0.430 1.419 -2.427 -0.414 -0.733
H 1.632 0.387 -3.110 -0.307 0.569 0.804

---

20
Properties=species:S:1:pos:R:3:forces:R:3 method="wB97M-V/def2-TZVPD" charge=+1 e_homo_ev="-11.83 / -11.83" multiplicity=1 de_lowest_kj_mol=381.41
C 0.136 0.522 -0.708 3.689 0.585 -2.754
C 2.563 0.298 -0.258 -0.575 0.594 0.076
C -1.020 0.413 -0.051 -2.011 -0.679 -0.864
C -1.620 1.597 0.589 -1.432 0.318 1.801
C -1.297 -1.943 -0.439 -0.926 -1.582 0.511
N 2.766 -0.126 0.947 0.140 -0.337 -1.609
N -1.797 -0.694 -0.123 -3.439 1.419 2.883
H 0.510 -0.108 -1.626 -1.150 0.963 2.125
H 0.646 1.517 -0.663 -1.263 -0.851 -0.337
H 2.614 -0.438 -1.069 0.176 0.645 0.298
H -2.586 1.981 0.101 1.086 -1.215 0.855
H -0.985 2.456 0.481 0.561 0.249 0.315
H -1.742 1.306 1.704 -0.284 0.986 -1.669
H -0.819 -2.428 0.390 0.191 -0.522 0.722
H -2.072 -2.569 -0.858 -0.024 -0.254 -0.097
H -0.582 -1.747 -1.123 2.371 -0.245 -2.620
H 2.884 -1.138 0.935 0.035 0.327 1.475
H 2.652 0.513 1.725 0.255 -0.662 0.281
H 2.441 1.376 -0.430 0.487 -0.798 -0.102
H -2.691 -0.786 0.476 2.113 1.058 -1.288

---

What did the first record say?
56
Properties=species:S:1:pos:R:3:forces:R:3 method="wB97M-V/def2-TZVPD" charge=+1 e_homo_ev=-11.55 multiplicity=1
C -1.803 -4.347 -0.051 0.000 -0.140 -0.020
C -0.857 -3.663 -1.042 0.130 -0.473 0.238
N -0.420 -2.308 -0.610 -0.159 0.101 -0.129
C 0.045 -2.214 0.646 0.073 -0.029 0.012
C 0.539 -1.054 1.188 0.072 0.141 0.006
C 1.074 -1.132 2.600 -0.427 -0.188 -0.122
C 0.563 -0.101 3.621 0.506 -0.163 0.472
O 1.549 0.852 3.982 -0.068 0.181 -0.515
C 0.537 0.067 0.351 0.190 -0.145 -0.269
C 1.036 1.401 0.837 -0.162 0.372 0.263
O 0.412 2.034 1.629 -0.128 0.084 -0.082
O 2.175 1.848 0.254 0.162 -0.494 -0.096
C 3.369 1.564 1.004 0.023 0.464 0.349
C 3.643 2.600 2.072 -0.763 1.624 1.113
C 4.514 3.858 1.629 -0.169 -2.626 -1.807
O 4.909 2.553 2.468 0.603 -0.452 -0.840
C 0.063 -0.016 -0.959 0.217 0.132 0.114
C 0.075 1.194 -1.860 -0.298 -0.078 -0.305
C -1.303 1.853 -2.026 -0.048 0.206 0.261
C -2.074 2.074 -0.716 -0.121 0.160 -0.409
C -3.582 2.140 -0.970 -0.264 0.244 -0.585
O -4.294 1.232 -0.113 0.464 -0.014 0.450
C -4.199 -0.056 -0.456 -0.123 -0.159 0.015
O -4.259 -0.496 -1.567 0.427 -0.005 -0.365
C -0.425 -1.233 -1.427 -0.315 -0.071 0.135
C -0.908 -1.368 -2.840 0.218 0.330 -0.298
C 0.278 -1.738 -3.704 -0.017 -0.237 -0.011
O 1.074 -2.571 -3.446 0.119 -0.029 -0.020
F 0.350 -1.003 -4.815 -0.048 -0.057 0.007
H -1.352 -5.260 0.327 0.040 -0.044 0.111
H -2.059 -3.726 0.801 -0.059 0.116 0.014
H -2.728 -4.637 -0.538 -0.107 0.073 -0.064
H -1.304 -3.630 -2.020 -0.001 0.244 -0.095
H 0.056 -4.241 -1.151 0.128 0.021 -0.061
H 0.036 -3.118 1.230 -0.053 -0.156 -0.058
H 2.164 -1.145 2.575 0.116 0.139 0.013
H 0.791 -2.117 2.967 0.077 -0.121 0.043
H 0.271 -0.637 4.525 -0.183 -0.109 -0.002
H -0.300 0.436 3.247 -0.033 0.149 0.001
H 2.374 0.390 4.159 0.004 -0.015 0.266
H 4.221 1.547 0.332 -0.117 -0.028 -0.275
H 3.312 0.597 1.510 -0.125 -0.067 -0.052
H 2.829 2.822 2.758 0.126 -0.155 0.223
H 4.383 3.551 0.557 0.714 -0.208 -0.066
H 5.538 4.175 1.445 -0.249 1.717 1.441
H 0.779 1.938 -1.511 0.140 -0.014 0.224
H 0.446 0.900 -2.842 0.057 0.031 -0.088
H -1.137 2.825 -2.487 0.008 0.034 -0.172
H -1.941 1.309 -2.720 0.041 -0.185 -0.013
H -1.743 3.007 -0.269 0.111 -0.054 0.280
H -1.897 1.276 0.003 0.082 -0.023 0.090
H -3.804 1.896 -2.007 -0.075 -0.109 -0.059
H -3.979 3.134 -0.806 -0.165 -0.021 0.334
H -4.030 -0.709 0.409 -0.393 0.103 0.276
H -1.322 -0.437 -3.201 -0.079 0.061 0.113
H -1.683 -2.114 -2.970 -0.099 -0.055 0.013